95
Properties=species:S:1:pos:R:3 method="wB97M-V/def2-TZVPD" homo_ev=-8.88 total_charge=0 smiles="CC[C@H](C)c1cc(CCOC=O)c2c(c1CCCO)C(=O)c1c(CCC(=O)O)ccc([PH2]=O)c1C2=O.CCOC(=O)C(F)(F)F.CCOC(=O)C(F)(F)F" energy_ev=-87124.7924
C 7.04 -1.72 -1.62
C 5.68 -1.46 -2.29
C 4.49 -1.10 -1.35
C 4.95 -0.98 0.12
C 3.36 -2.11 -1.37
C 3.59 -3.43 -1.74
C 2.63 -4.43 -1.72
C 3.01 -5.84 -2.10
C 4.21 -6.30 -1.26
O 3.95 -5.89 0.10
C 5.08 -5.86 0.83
O 5.74 -4.88 1.00
C 1.35 -4.07 -1.30
C 1.07 -2.74 -0.94
C 2.05 -1.74 -0.98
C 1.71 -0.32 -0.59
C 1.64 0.68 -1.77
C 0.39 0.57 -2.61
O 0.44 -0.65 -3.35
C -0.33 -2.50 -0.49
O -1.00 -1.54 -0.81
C -0.90 -3.60 0.38
C -1.68 -3.34 1.52
C -2.02 -1.97 2.01
C -1.07 -1.61 3.21
C 0.03 -0.68 2.82
O 1.09 -1.09 2.43
O -0.19 0.63 2.96
C -2.12 -4.45 2.24
C -1.83 -5.75 1.88
C -1.06 -6.01 0.74
P -0.66 -7.73 0.31
O 0.65 -8.16 0.84
C -0.61 -4.91 0.01
C 0.25 -5.06 -1.21
O 0.03 -5.91 -2.04
H 6.99 -2.47 -0.84
H 7.73 -2.10 -2.37
H 7.47 -0.79 -1.25
H 5.47 -2.30 -2.94
H 5.84 -0.60 -2.94
H 4.16 -0.11 -1.64
H 5.68 -0.18 0.19
H 4.13 -0.70 0.78
H 5.36 -1.91 0.50
H 4.59 -3.71 -2.05
H 3.26 -5.89 -3.16
H 2.21 -6.54 -1.91
H 4.29 -7.39 -1.30
H 5.11 -5.80 -1.61
H 5.39 -6.81 1.30
H 2.45 0.05 0.11
H 0.77 -0.26 -0.07
H 2.49 0.61 -2.45
H 1.67 1.68 -1.34
H 0.42 1.39 -3.34
H -0.52 0.67 -2.03
H -0.44 -1.01 -3.45
H -1.87 -1.23 1.24
H -3.05 -1.92 2.35
H -0.58 -2.51 3.58
H -1.65 -1.20 4.03
H 0.65 1.10 2.96
H -2.70 -4.28 3.14
H -2.16 -6.60 2.46
H -1.71 -8.46 0.92
H -0.81 -7.89 -1.07
C -2.45 3.13 1.61
C -1.84 3.79 2.83
O -1.70 5.21 2.63
C -2.78 5.94 2.84
O -3.86 5.54 3.18
C -2.45 7.43 2.63
F -1.73 7.62 1.52
F -1.75 7.90 3.67
F -3.57 8.15 2.52
H -1.86 3.37 0.72
H -2.47 2.05 1.73
H -3.46 3.49 1.43
H -0.84 3.41 3.00
H -2.42 3.59 3.73
C -5.58 9.01 0.81
C -5.29 9.55 -0.57
O -5.78 8.66 -1.59
C -7.07 8.76 -1.88
O -7.86 9.51 -1.38
C -7.42 7.78 -3.01
F -6.87 6.58 -2.80
F -6.96 8.24 -4.18
F -8.74 7.62 -3.11
H -5.18 8.01 0.92
H -5.13 9.65 1.57
H -6.65 8.96 1.00
H -4.22 9.62 -0.73
H -5.71 10.55 -0.71